No. 1
This record from the OMol25 dataset describes C2H4N2O2 as an isolated structure in a non-equilibrium geometry. The level of theory is wB97M-V/def2-TZVPD.

* molecular weight: 88.07 g/mol
* spin multiplicity: 1
* maximum force: 0.033 hartree/bohr
* energy above the lowest of the compared OMol25 structures with the same formula, charge and spin: 107.26 kcal/mol
* HOMO energy: -9.26 eV
* energy: -9210.5717 eV

Geometry as XYZ:
```
10
C2H4N2O2 | the OMol25 dataset | wB97M-V/def2-TZVPD
C -0.47 -0.15 0.12
N -1.77 0.22 0.01
C 1.51 0.15 -0.11
O -0.09 -1.43 0.15
N 0.68 -0.68 -0.95
O 0.41 0.73 0.68
H -2.44 -0.52 -0.14
H -2.02 1.12 0.38
H 2.21 -0.36 0.55
H 1.98 0.93 -0.71
```

---

No. 2
This record from the OMol25 dataset describes the molecule C2H4N2O2 in a non-equilibrium geometry. The level of theory is wB97M-V/def2-TZVPD.

* molecular weight: 88.07 g/mol
* spin multiplicity: 1
* maximum force: 0.092 hartree/bohr
* energy above the lowest of the compared OMol25 structures with the same formula, charge and spin: 105.93 kcal/mol
* HOMO energy (spin up / spin down): -9.26 / -8.99 eV
* SMILES string: C=[N+]([O-])C(N)=O
* energy: -9210.6292 eV

Geometry as XYZ:
```
10
C2H4N2O2 | the OMol25 dataset | wB97M-V/def2-TZVPD
C 0.68 -0.08 -1.61
N 0.45 -0.31 -0.33
O 1.61 0.09 0.20
C -0.81 -0.12 0.36
N -0.58 0.11 1.67
O -1.86 -0.23 -0.22
H 0.15 -0.68 -2.34
H 1.34 0.70 -1.96
H 0.38 0.23 1.96
H -1.36 0.29 2.27
```

---

No. 3
This record from the OMol25 dataset describes the molecule C2H4N2O2 in a non-equilibrium geometry. The level of theory is wB97M-V/def2-TZVPD.

* molecular weight: 88.07 g/mol
* spin multiplicity: 1
* maximum force: 0.181 hartree/bohr
* energy above the lowest of the compared OMol25 structures with the same formula, charge and spin: 107.11 kcal/mol
* HOMO energy: -9.67 eV
* SMILES string: [H]/N=C\NOC=O
* energy: -9210.5782 eV

Geometry as XYZ:
```
10
C2H4N2O2 | the OMol25 dataset | wB97M-V/def2-TZVPD
H -1.38 -1.62 0.26
N -1.68 -1.11 -0.49
C -1.24 0.10 -0.58
N -0.37 0.74 0.30
O 0.47 0.03 0.98
C 1.59 -0.13 0.36
O 1.89 0.68 -0.36
H -1.68 0.60 -1.43
H 0.21 1.54 0.05
H 2.18 -0.83 0.89
```

---

No. 4
This record from the OMol25 dataset describes a 2-piece molecular cluster, C2H4N2O2 overall in a non-equilibrium geometry. The level of theory is wB97M-V/def2-TZVPD.

* molecular weight: 88.07 g/mol
* spin multiplicity: 1
* maximum force: 0.073 hartree/bohr
* energy above the lowest of the compared OMol25 structures with the same formula, charge and spin: 134.96 kcal/mol
* HOMO energy (spin up / spin down): -9.75 / -9.76 eV
* energy: -9209.3706 eV

Geometry as XYZ:
```
10
C2H4N2O2 | the OMol25 dataset | wB97M-V/def2-TZVPD
C -0.85 -1.68 -0.67
C 1.18 0.77 0.36
N 0.26 -1.47 -0.96
N -0.09 0.66 -0.34
O -1.95 -1.66 -0.29
O -1.12 0.67 0.42
H -1.83 0.33 -0.12
H 1.32 1.83 0.63
H 1.18 0.05 1.31
H 1.91 0.50 -0.34
```

---

No. 5
This record from the OMol25 dataset describes C2H4N2O2S as an isolated structure in a non-equilibrium geometry. The level of theory is wB97M-V/def2-TZVPD.

* molecular weight: 120.13 g/mol
* spin multiplicity: 1
* maximum force: 0.109 hartree/bohr
* energy above the lowest of the compared OMol25 structures with the same formula, charge and spin: 89.06 kcal/mol
* HOMO energy (spin up / spin down): -8.90 / -8.90 eV
* energy: -20045.6208 eV

Geometry as XYZ:
```
11
C2H4N2O2S | the OMol25 dataset | wB97M-V/def2-TZVPD
C 1.16 0.52 -0.04
C 0.41 -0.82 0.00
N 0.37 1.79 -0.13
N -0.75 1.89 0.08
O -2.03 -0.81 -1.22
O -2.06 -0.86 1.18
S -1.47 -0.33 0.03
H 1.63 0.60 1.03
H 1.85 0.63 -0.82
H 0.43 -1.19 -0.94
H 0.45 -1.41 0.83
```

---

No. 6
This record from the OMol25 dataset describes an isolated ion of composition C2H4N2O2S2 and charge -2 in a non-equilibrium geometry. The level of theory is wB97M-V/def2-TZVPD.

* molecular weight: 152.20 g/mol
* spin multiplicity: 1
* charge: -2
* maximum force: 0.070 hartree/bohr
* energy above the lowest of the compared OMol25 structures with the same formula, charge and spin: 6.44 kcal/mol
* HOMO energy: 0.55 eV
* energy: -30882.6368 eV

Geometry as XYZ:
```
12
C2H4N2O2S2 | the OMol25 dataset | wB97M-V/def2-TZVPD
C 0.51 0.53 0.33
C 0.44 -1.25 -1.40
N -0.49 -0.01 0.90
N 1.18 -0.25 -0.73
O -2.37 1.71 1.25
O -1.18 0.76 3.27
S 1.38 2.00 0.62
S -1.80 0.49 1.92
H -0.19 -0.58 -2.12
H 1.09 -1.96 -2.04
H -0.14 -1.91 -0.73
H 1.56 0.46 -1.27
```

---

Look up the spin multiplicity of the fifth one.
1

---

maximum force of number 6 (C2H4N2O2S2)?
0.070 hartree/bohr

---

The lowest energy above the lowest of the compared OMol25 structures with the same formula, charge and spin belongs to which entry?
C2H4N2O2S2